Model one:
# C2H5O2S

2 unconnected molecules or ions with the total composition C2H5O2S (wB97M-V/def2-TZVPD, OMol25).

Last column: natural (NBO) charge in e.
Element x y z (Å)
C 1.714 0.463 -0.754  -0.774
S 0.845 -0.976 -1.364  -0.215
H 1.852 1.126 -1.609  0.194
H 2.635 0.416 -0.144  0.191
H 1.050 0.887 0.003  0.266
O -0.875 1.523 1.518  -0.756
C -1.482 0.437 1.510  0.631
O -1.325 -0.518 0.684  -0.800
H -2.397 0.250 2.113  0.021
H -0.205 -0.830 -0.484  0.243

Results
charge: -1
2S+1: 1
LUMO level: 3.811 eV
frontier orbital gap: 8.28 eV

Model two:
# C2H5O2S

A molecular structure, C2H5O2S (wB97M-V/def2-TZVPD, OMol25).

Last column: natural (NBO) charge in e.
Element x y z (Å)
C 1.556 1.216 1.578  -0.694
S 0.243 1.013 0.290  -0.518
H 1.825 0.282 2.063  0.194
H 2.425 1.576 1.034  0.192
H 1.195 2.003 2.230  0.199
O -2.175 -2.538 -2.131  -0.695
C -1.733 -1.500 -1.680  0.647
O -0.728 -1.358 -0.898  -0.730
H -2.149 -0.526 -2.026  0.035
H -0.460 -0.168 -0.460  0.371

Results
charge: -1
2S+1: 1
LUMO level: 3.992 eV
frontier orbital gap: 7.79 eV

model one (0.530 eV below the next structure)